Record 1
133
Properties=species:S:1:pos:R:3 method="wB97M-V/def2-TZVPD" gap_ev=3.99 spin_multiplicity=1 homo_ha=-0.1861
C 1.92 -4.08 -1.44
H 3.20 2.09 -1.52
C 2.02 -5.18 -2.50
H 2.11 2.29 -4.47
H 1.38 -6.03 -2.23
C 4.06 4.35 2.58
C -1.27 -0.87 -0.92
H 1.33 -0.09 8.40
H -3.74 4.86 -3.23
H 0.70 1.38 7.63
H -1.33 2.21 -5.02
C -2.61 -0.94 -4.26
H -5.13 -4.37 -1.16
C -1.75 5.68 -2.97
H -0.86 -0.11 6.32
H 3.42 -5.00 -0.15
H 0.25 6.31 -2.45
C -1.43 3.72 -0.95
H -2.37 -5.67 -1.35
H 2.24 -1.96 7.08
C -1.26 2.62 -0.01
H 3.44 4.83 5.20
H -0.74 -1.32 -6.23
H -3.49 3.20 -1.38
N -1.29 -1.39 -2.22
H 5.20 4.78 4.94
C -2.63 -4.98 -2.16
C 2.70 1.52 4.90
H -4.70 -2.86 -0.32
H 1.75 -5.49 0.19
C -1.58 0.06 -4.79
N -0.04 -1.57 -2.67
C -0.09 2.27 0.56
C -3.62 0.00 -0.69
C 2.20 0.78 -2.93
C -6.04 -0.70 3.41
C 0.03 -0.73 -0.57
H 5.23 1.86 2.64
C -0.07 -0.86 6.27
H -5.59 0.77 -0.29
H 1.56 2.64 -2.01
H 2.45 1.05 7.62
H 6.24 3.09 3.46
H -2.42 1.74 -3.70
C 2.72 -2.82 -1.81
H 4.83 0.10 -3.30
C -3.67 -0.99 1.94
C -2.80 4.81 -2.66
C -3.79 -1.10 -4.98
C -0.41 4.66 -1.21
H 4.97 4.96 2.59
C 4.30 4.16 5.03
O 3.61 1.42 5.77
H 3.37 -0.83 6.29
C 2.18 1.76 -1.78
H 0.53 -1.00 1.46
H -3.58 0.36 -1.73
H 2.00 3.06 1.92
C -2.11 1.49 -4.72
C 0.67 0.64 3.89
H 1.72 -0.09 0.55
H -1.73 -1.81 1.51
C 0.94 1.36 2.71
C 4.84 -1.96 -2.63
C 4.11 3.36 3.74
H 4.42 3.50 5.89
C 0.63 -0.20 0.71
C 0.11 1.05 1.43
H 0.88 -3.77 -1.36
C 1.49 0.70 5.00
H -5.32 -3.50 -3.14
H 2.77 0.74 -5.03
H -3.42 -5.44 -2.78
H -1.85 6.39 -3.79
H -1.75 -4.83 -2.79
H 3.20 5.03 2.68
H 3.05 -5.56 -2.60
C -4.78 -1.99 -4.58
C -4.32 -3.83 -0.66
C 2.90 -0.51 -2.53
C 2.38 -4.65 -0.09
H -5.71 -2.08 -5.15
C -4.56 -2.77 -3.45
H -0.22 -1.50 5.40
H -0.90 0.76 1.79
H -1.97 -0.24 -6.92
C -4.73 0.22 0.09
H 2.32 -3.89 0.69
C 5.35 2.47 3.55
H -0.70 -0.03 -4.14
H 4.01 3.84 1.62
H -5.95 -1.80 3.36
C 2.38 -1.29 6.23
H 4.50 -4.01 -2.04
H -7.04 -0.42 3.74
H -0.14 -1.49 7.17
C -3.12 -3.65 -1.58
C 4.25 -0.71 -2.85
H -0.24 0.02 3.90
H -2.31 -3.22 -0.99
C 4.07 -3.01 -2.14
H -3.94 -0.50 -5.88
C 2.75 1.44 -4.19
C 2.18 -1.52 -1.86
H 1.70 -4.82 -3.48
H -0.34 0.38 -6.55
C -1.13 -0.30 -6.21
C 1.95 2.35 2.74
C -3.39 -2.64 -2.70
H 1.75 1.30 -0.89
H 3.77 1.83 -4.03
O -5.94 -0.11 2.10
N 0.76 -1.30 -1.62
H 2.31 -1.87 5.30
C -0.57 5.62 -2.22
C -2.48 -0.65 -0.16
C -4.78 -0.29 1.41
C 1.30 -0.19 6.25
H 1.16 0.50 -3.15
C 1.46 0.59 7.56
H -5.29 -0.30 4.09
H -2.17 2.06 0.22
H -2.97 1.62 -5.39
H -4.02 -4.40 0.22
H 5.46 1.80 4.41
H 0.78 2.91 0.46
C -2.56 -1.20 1.14
C 2.86 2.45 3.78
H -3.68 -1.36 2.97
C -2.44 -1.65 -3.06
H 5.90 -2.12 -2.86
C -2.65 3.86 -1.65
H 0.49 4.66 -0.60

Record 2
143
Properties=species:S:1:pos:R:3 method="wB97M-V/def2-TZVPD" total_charge=+1 gap_ev="6.75 / 7.04" s_squared=0.75 spin_multiplicity=2 homo_ha="-0.3176 / -0.3534"
As -1.19 2.34 1.95
C 2.96 2.16 -3.52
C 1.08 5.39 -1.19
H -1.55 -1.76 0.36
H 4.92 0.46 -0.22
C 2.04 3.21 -3.46
H 3.53 4.23 0.30
C 1.00 -2.97 -4.61
H 6.46 0.14 1.69
Ga 0.09 -0.06 -0.35
C -4.33 -0.29 -0.87
C 5.57 -0.48 1.60
H 1.29 2.04 1.68
H -2.59 5.15 4.81
H 1.16 -6.69 1.95
H -0.11 1.97 5.67
H -2.12 6.26 -1.07
H -0.71 0.42 6.22
H -1.37 4.74 1.21
H -0.44 4.18 5.81
H 4.48 1.22 -4.69
H -2.14 -0.26 3.35
C 0.50 -1.80 -2.53
C 2.33 5.74 -0.66
N 2.20 -4.24 1.22
H 3.52 4.11 -1.46
C -0.43 -1.02 -4.68
C 4.71 -0.30 0.53
H -2.60 -0.70 5.00
H -2.88 1.13 6.74
H 0.82 3.74 1.47
H -0.10 4.84 -4.33
C 2.74 3.94 -5.64
H -1.45 5.05 -2.16
H -2.99 4.05 1.53
H -3.94 1.93 5.61
H -0.74 5.08 7.30
H 0.88 5.70 -5.53
C -2.51 1.97 -2.46
C 3.51 4.81 -0.62
H 1.13 5.98 -3.80
C -1.25 -0.07 -5.34
H 4.24 3.40 -7.74
N 2.16 -2.86 1.23
H -3.70 0.25 4.00
H 5.98 -1.58 3.40
As 0.60 0.21 4.04
C 2.50 7.01 -0.12
H -0.57 8.29 -0.64
C -2.90 1.89 5.95
C -3.96 -2.42 -1.93
C -2.01 3.87 1.09
C 3.58 -1.10 0.39
H -2.22 -3.50 -1.28
H 1.85 9.22 1.59
C -2.02 2.45 3.71
H 0.80 9.94 0.37
H 3.47 7.29 0.28
N -0.94 0.09 -2.57
C 1.46 7.94 -0.09
H 5.59 3.05 -6.67
C 0.67 2.84 2.06
C 1.91 4.10 -4.54
Br 0.12 -2.31 -7.20
C 1.11 -2.82 -3.22
C 3.42 -4.99 0.98
C -2.01 1.37 4.80
C 0.24 7.57 -0.63
C -4.72 -1.27 -1.77
C -0.31 -0.89 -3.29
H -4.20 4.41 4.97
C 0.90 5.22 -4.55
C 2.24 0.56 5.04
C -1.73 0.93 -3.21
H -1.49 6.74 -2.63
H -1.58 3.38 4.08
C 0.25 -2.09 -5.33
H -0.53 -2.07 4.11
H -2.13 3.66 0.03
H -2.30 2.95 -2.88
H 2.91 -1.00 -0.45
H -1.35 -0.12 -6.42
C 1.67 9.30 0.52
C 3.32 -2.06 1.36
H -4.92 0.61 -0.73
O 0.56 -1.21 1.29
C 0.64 -6.15 1.16
H 3.94 -2.98 3.19
H 3.09 0.12 4.52
N -1.37 0.91 0.84
H -0.23 3.39 7.39
H -5.63 -1.14 -2.35
H -0.43 -6.31 1.27
H 4.17 -4.31 0.58
H 4.59 1.73 -7.26
H 0.95 -6.57 0.20
H 3.22 -5.76 0.24
H -3.58 1.77 -2.58
Br 2.16 -4.06 -2.25
C -2.71 0.65 0.77
H 1.51 -3.79 -5.11
O 0.61 -1.67 -1.23
H -2.52 1.61 -5.09
C -2.42 -1.62 -0.27
C 3.11 1.14 -2.42
H 2.53 9.80 0.08
C -1.89 0.87 -4.61
C -2.65 0.09 4.25
H 3.79 -5.45 1.89
H -3.05 2.65 3.43
C -3.37 4.86 5.52
Te 0.75 3.37 -1.79
C -1.33 6.06 -1.79
C 3.67 2.92 -5.72
H -4.27 -3.18 -2.63
C -2.81 -2.60 -1.17
H 1.23 -2.23 4.15
H -1.00 -3.68 1.30
C 0.94 -4.69 1.22
C -0.83 4.10 6.82
H 2.41 1.63 5.12
C 5.31 -1.45 2.56
C 0.07 -3.62 1.26
O -3.53 1.33 1.39
C -0.61 1.06 5.34
H -2.26 1.96 -1.41
H 4.02 0.56 -2.57
C -3.16 -0.45 -0.14
H 2.18 0.14 6.05
H 4.44 5.38 -0.66
C 3.76 2.04 -4.65
H 3.16 1.62 -1.43
H 2.26 0.45 -2.40
H 0.91 3.03 3.10
C 0.03 6.31 -1.19
C 4.17 -2.23 2.45
H -3.74 5.76 6.01
As -2.73 3.62 6.91
H 0.35 -1.77 5.63
C 4.57 2.77 -6.91
C 0.38 -1.67 4.54
H 2.65 4.64 -6.47
C 0.86 -2.45 1.25

In kcal/mol, the relative energy (zero: lowest compared OMol25 entry of this formula, charge and spin) values for the records above are, in order, 6.36, 0.00.